This record from OMol25 describes C28H28N2SiTb as an isolated structure. The level of theory is ωB97M-V/def2-TZVPD.

Structure (XYZ):
```
60
Properties=species:S:1:pos:R:3:forces:R:3:mulliken_charge:R:1
C 1.147060 2.486422 1.291043 -0.73 0.91 0.04 -0.5742
C 0.194944 2.735125 0.243811 0.14 0.64 0.73 -0.3276
C -1.097848 2.852336 0.839485 0.63 0.60 0.44 -0.7605
H 0.434523 2.925645 -0.796206 -0.17 -0.26 0.15 0.6475
C -0.952059 2.673958 2.252172 0.51 0.93 -0.41 -0.6173
C 0.432941 2.454497 2.529591 0.03 0.96 -0.44 -0.5271
H 0.891998 2.443788 3.516223 -0.18 -0.31 -0.24 0.5423
H 2.233205 2.484532 1.174668 -0.44 -0.28 0.03 0.5251
H -2.020283 3.089505 0.309282 0.29 -0.19 0.13 0.5334
H -1.736608 2.807111 2.995130 0.26 -0.15 -0.23 0.7410
Tb -0.381580 0.477836 1.204293 0.22 -2.01 -2.23 0.5718
C -1.343918 -2.813624 -4.093271 -0.01 -0.62 -0.40 -0.7347
H -2.080322 -2.837018 -3.291056 0.12 0.08 0.00 0.2362
H -1.682445 -2.144006 -4.882648 0.03 -0.03 0.02 0.2723
H -0.375662 -2.490972 -3.719285 -0.15 0.01 -0.07 -0.1010
Si -0.116115 -0.496758 -1.779921 -0.36 0.78 3.35 -0.1026
C 1.640180 -0.296601 -2.331772 0.64 -0.72 -0.27 1.0200
C 2.415330 0.885940 -2.261659 0.13 -0.43 -0.41 -0.0747
H 2.020441 1.772596 -1.762752 0.03 -0.20 -0.27 0.1182
C 3.690276 0.930527 -2.844366 -0.16 -0.35 0.01 -0.6830
H 4.277764 1.859282 -2.837907 -0.32 -0.48 0.06 0.3904
C 4.214427 -0.220700 -3.459774 -0.17 -0.06 0.05 -0.3981
H 5.198718 -0.184978 -3.938640 -0.41 0.01 0.20 0.3597
C 3.489663 -1.422687 -3.454201 0.20 0.22 0.17 -0.6803
H 3.906365 -2.321882 -3.922391 -0.12 0.39 0.23 0.3764
C 2.224272 -1.463799 -2.861443 0.49 0.53 -0.26 -0.7269
H 1.661461 -2.396200 -2.821792 0.15 0.14 -0.23 0.2853
C -1.206293 0.764335 -2.575840 -0.64 0.36 -0.64 0.8649
C -0.790353 1.384150 -3.771609 -0.57 0.19 0.11 -0.4556
H 0.171921 1.114852 -4.212366 -0.30 0.03 0.07 0.4066
C -1.605361 2.331481 -4.407598 -0.14 -0.05 0.28 -0.6383
H -1.286081 2.779018 -5.357418 -0.17 -0.16 0.47 0.3826
C -2.837067 2.682555 -3.835938 0.15 -0.09 0.03 -0.4483
H -3.483200 3.407734 -4.339983 0.25 -0.26 0.22 0.3720
C -3.248565 2.106708 -2.621799 0.11 -0.07 -0.11 -0.5930
H -4.215561 2.386809 -2.183063 0.46 -0.10 -0.21 0.3931
C -2.435942 1.159695 -1.991536 0.28 0.17 -0.82 -0.4928
H -2.770189 0.695037 -1.057609 0.06 0.07 -0.20 0.3734
H -0.654402 -1.893624 -1.612590 0.39 0.33 -0.66 -0.1896
H -1.229813 -3.832470 -4.495139 -0.11 0.37 0.03 0.3459
C -3.160325 0.087627 4.815714 0.34 0.04 -0.26 -0.9149
C -2.416019 -0.661290 5.734221 0.14 0.07 -0.39 -0.4445
C -1.182382 -1.198207 5.360685 0.21 -0.01 -0.46 -0.5737
C -0.678451 -0.961602 4.074478 -1.55 0.88 -0.16 0.6213
N -1.419544 -0.223506 3.179182 -0.54 -0.57 1.65 -0.1410
C -2.625998 0.290489 3.543150 0.77 -0.86 0.28 -0.0786
C 0.585246 -1.536912 3.564997 1.18 -0.72 -0.95 0.6446
C 1.361691 -2.438797 4.312102 -0.38 0.39 -0.29 -0.7991
C 2.412634 -3.125072 3.700574 -0.06 0.28 -0.32 -0.3691
C 2.665198 -2.909395 2.341688 -0.17 -0.01 0.09 -0.8528
C 1.905620 -1.961598 1.652219 -0.42 0.35 0.83 -0.0254
N 0.914884 -1.253431 2.257872 0.27 -1.21 0.97 -0.0720
H -4.128014 0.519642 5.063445 0.25 -0.18 0.02 0.4099
H -2.791564 -0.838984 6.736686 -0.01 0.02 -0.14 0.4454
H -0.610060 -1.839433 6.030132 -0.32 0.35 0.00 0.3530
H -3.161475 0.844041 2.762116 0.17 -0.18 0.43 0.5957
H 1.113958 -2.611446 5.357043 0.18 -0.07 -0.29 0.3318
H 3.016726 -3.830027 4.277663 -0.25 0.24 -0.24 0.4386
H 3.430353 -3.477090 1.809031 -0.23 0.25 0.21 0.4202
H 2.071698 -1.751184 0.592856 -0.02 0.04 0.29 0.3781
```
Positions in Å, forces in eV/Å.

Results
Orbital gap (alpha / beta): 4.4 / 4.2 eV
Lowest unoccupied orbital energy (alpha / beta): -4.30 / -4.28 eV
Total charge: +1
ΔE to the lowest compared entry with this formula, charge and spin: 0.00 kcal per mole
Multiplicity: 7
HOMO (alpha / beta): -0.319 / -0.313 hartree
Expectation value of S²: 12.714

***

This record from OMol25 describes a 11-piece molecular cluster, C28H62F14N11O30S14 overall. The level of theory is ωB97M-V/def2-TZVPD.

Structure (XYZ):
```
159
Properties=species:S:1:pos:R:3:forces:R:3:mulliken_charge:R:1
C 2.884617 -2.964228 4.058719 -0.02 -0.89 0.12 -0.1468
C 1.777857 -3.520868 3.186599 0.67 2.36 -0.77 0.6166
O 1.602437 -3.145228 2.057389 -0.51 -1.51 1.44 -0.4664
N 0.859317 -4.450968 3.955589 1.54 0.03 -1.56 0.6615
H 0.549427 -3.937088 4.767989 -0.21 1.07 1.06 0.3750
H -0.021263 -4.611198 3.487609 -0.61 -0.69 -1.17 0.3887
C 1.513827 -5.660228 4.534249 -0.50 0.19 -0.91 -0.7750
H 2.629777 -3.136408 5.104429 0.40 0.23 0.03 0.0565
H 3.189777 -1.934488 3.872619 -0.72 0.10 -0.22 -0.2801
H 3.795897 -3.494778 3.782719 0.14 -0.38 0.23 0.3643
H 2.062767 -5.217598 5.365419 -0.03 -1.12 0.33 0.2992
H 2.136437 -6.191808 3.814599 0.28 0.51 -0.05 0.3500
H 0.682637 -6.348838 4.686019 0.21 0.07 0.99 0.3417
C 2.746127 3.602772 -3.933201 -0.64 0.19 0.23 -1.6163
C 3.019287 2.284242 -4.670061 0.22 -0.39 -0.92 1.4147
C 4.542637 2.185512 -4.930501 0.75 0.11 -0.25 -1.2946
C 5.416807 1.792082 -3.739001 -0.21 -0.20 -0.02 -0.6138
C 5.010157 0.403092 -3.216851 0.57 1.23 -0.89 -1.2022
C 3.537457 0.452522 -2.691021 1.46 -0.83 0.07 1.1401
N 2.661997 1.026722 -3.817671 -3.42 -0.07 0.92 0.2328
O 1.293357 0.728982 -3.688281 4.90 1.25 -0.43 0.5720
C 3.513717 1.353372 -1.433661 -0.73 -0.67 -0.02 0.4535
C 3.095587 -0.994498 -2.442791 -0.47 -0.36 -0.30 -1.5491
C 2.236717 2.070202 -6.034261 0.26 0.81 0.34 -1.6400
H 3.351717 3.822832 -3.054031 -0.18 -0.96 0.38 0.3377
H 1.685297 3.701282 -3.702891 0.04 0.21 0.16 0.3929
H 3.083647 4.472332 -4.497161 -0.40 -0.30 -0.97 0.4975
H 4.998287 3.119262 -5.260041 -0.90 0.64 -0.03 0.4069
H 4.713907 1.579032 -5.819851 0.06 -0.70 0.31 0.3209
H 5.414947 2.546042 -2.951821 -0.84 0.01 0.25 0.3252
H 6.474867 1.922422 -3.966231 0.11 -0.83 -0.64 0.5840
H 5.799077 0.130272 -2.515931 -0.84 -0.21 0.91 0.3443
H 5.154097 -0.332378 -4.008341 -0.47 -0.02 -0.28 0.4464
H 3.801017 2.395152 -1.576001 -0.27 -0.24 -0.17 0.5257
H 4.220937 0.928642 -0.721241 -0.03 -0.11 -0.16 -0.3071
H 2.526477 1.265362 -0.980121 -0.10 0.39 0.00 -1.1560
H 2.031027 -1.136518 -2.256691 -0.11 0.43 0.82 0.2293
H 3.729557 -1.449118 -1.681541 -0.26 0.25 0.30 0.3372
H 3.173267 -1.658648 -3.303591 0.57 0.41 -0.49 0.4377
H 1.167737 1.859002 -6.006681 -0.01 0.01 0.76 0.3101
H 2.664507 1.294592 -6.669501 0.29 -0.11 0.37 0.3883
H 2.300087 3.003002 -6.594591 0.21 0.12 0.04 0.4542
C -10.346513 -0.761498 -3.246041 0.57 -0.03 0.05 -1.2855
C -9.161273 -1.434358 -3.885931 0.29 -1.63 -1.33 -0.4793
C -7.825993 -1.456208 -3.210601 1.20 -0.15 1.23 -0.9072
N -6.635233 -1.650958 -4.077031 0.95 -0.08 -3.06 0.6390
C -6.780313 -2.952538 -4.947571 -0.30 0.71 0.89 -1.0557
C -5.316633 -1.696568 -3.253871 -0.32 0.12 0.33 -0.8847
C -4.379883 -0.601498 -3.772451 -0.22 -1.04 -0.18 0.3768
C -4.933493 -0.278238 -5.148841 1.68 0.96 -0.42 -0.9338
C -6.391663 -0.452478 -5.068191 -1.39 -0.45 0.01 -0.6587
H -9.890923 0.118102 -2.791231 -1.11 0.53 0.08 0.3698
H -10.882063 -1.376328 -2.522671 0.47 0.03 0.31 0.3110
H -11.072923 -0.625548 -4.047251 0.04 0.80 0.18 0.3263
H -8.944343 -1.022528 -4.871541 -0.43 0.37 -0.17 0.3789
H -9.448923 -2.466648 -4.085241 0.11 -0.20 -0.18 0.3823
H -7.670973 -2.283978 -2.518601 -0.63 0.19 0.50 0.5204
H -7.547183 -0.522898 -2.721421 -0.52 0.08 0.40 0.4469
H -5.950543 -3.217398 -5.602881 0.52 0.73 0.41 0.3447
H -7.644313 -2.817958 -5.598341 -0.09 -0.05 0.34 0.3728
H -6.910373 -3.766808 -4.234731 -0.19 0.01 -0.10 0.4038
H -4.939763 -2.709378 -3.396311 0.25 0.23 -0.07 0.2068
H -5.475243 -1.548298 -2.185711 -0.64 -0.18 -0.08 0.3422
H -3.411433 -1.098588 -3.716761 0.36 0.66 -0.52 -0.1029
H -4.361633 0.341432 -3.225961 -0.11 -0.43 0.63 0.2983
H -4.460923 -0.806048 -5.977211 -0.06 -0.35 0.20 0.2812
H -4.748233 0.783622 -5.310821 0.13 0.02 -0.35 0.4447
H -6.825363 -0.582478 -6.059711 -0.15 -0.85 0.10 0.3446
H -6.935363 0.430242 -4.731611 0.19 -0.08 0.82 0.5514
C -1.868063 -0.626108 -0.896871 0.52 -1.04 1.45 -1.1355
C -1.551143 0.001382 0.488549 0.44 0.84 -0.38 -0.6926
C -0.035923 0.029602 0.730999 -0.77 1.20 0.00 -0.1846
N 0.345707 0.894062 1.977869 0.99 -1.12 -0.07 1.8621
C -0.219893 0.208552 3.258489 -0.97 2.18 -0.73 -1.1518
C -0.003703 2.438162 1.858669 -0.35 -0.76 -0.29 0.3662
C 1.133077 3.233402 2.507989 -0.02 -1.39 0.36 -0.5382
C 2.318407 2.330742 2.086779 1.08 0.63 -0.50 0.9719
C 1.877777 0.897292 2.131029 -0.82 -0.71 0.62 -0.5457
H -1.178643 -1.468158 -0.958001 -0.19 -0.42 -0.40 0.3473
H -1.704873 -0.032258 -1.796211 -0.14 0.46 0.42 0.1972
H -2.870783 -1.047118 -0.823471 -0.07 0.04 -0.42 0.2174
H -1.963643 -0.506008 1.360619 -0.52 -0.38 -0.47 0.4505
H -1.975703 1.005202 0.474469 0.21 0.25 0.26 0.3358
H 0.437837 0.426182 -0.166991 0.26 0.54 0.23 -0.5943
H 0.329917 -0.992498 0.828839 0.13 0.05 0.65 0.8692
H 0.373707 0.567082 4.099439 -0.21 -0.26 -0.05 0.6927
H -0.355213 -0.872758 3.234849 0.55 0.12 -0.51 -0.3195
H -1.204183 0.673352 3.315359 -0.13 -0.34 0.56 0.4345
H -1.036583 2.559092 2.185229 0.25 0.20 0.29 0.3181
H 0.060277 2.672942 0.796179 -0.18 -0.38 -0.18 -1.0407
H 1.057907 3.306092 3.592969 -0.11 -0.42 0.05 0.0644
H 1.161617 4.280672 2.207119 0.04 -0.28 -0.60 0.4754
H 3.215537 2.460022 2.692209 -0.10 0.04 0.13 -0.1107
H 2.674847 2.470702 1.066259 -0.26 0.77 -0.15 -0.5017
H 2.096497 0.471042 3.110099 -0.01 -0.13 -0.18 0.1707
H 2.272727 0.212892 1.380219 0.25 0.35 0.01 0.0034
N -1.419973 -5.076468 2.579779 -0.91 -4.86 1.10 -0.2924
S -2.176283 -4.167798 1.682579 -1.27 8.34 -6.44 0.9491
O -3.418823 -3.626398 2.225539 1.40 -1.04 -1.39 -0.6576
O -2.020143 -4.368358 0.204219 -1.00 0.06 3.79 -0.6172
F -1.147673 -2.941018 1.899469 -0.06 0.33 0.06 -0.2692
S -2.568093 -6.303128 2.468169 0.17 -4.16 1.55 0.8744
O -2.656193 -7.065898 1.222279 -0.28 2.17 1.73 -0.5890
O -3.718533 -6.062628 3.310949 1.38 -0.55 -1.36 -0.5508
F -1.642813 -7.292548 3.292679 0.10 -0.30 0.73 -0.2702
N -0.057693 -3.072958 5.989299 1.43 2.03 3.80 -0.2711
S -1.379233 -2.277528 6.129689 -8.55 1.83 -1.26 0.7124
O -1.343173 -0.850898 5.847739 1.07 -1.27 0.91 -0.4449
O -2.365413 -2.671408 7.161879 2.81 0.22 -1.91 -0.6136
F -2.051433 -2.772308 4.773759 0.30 -0.78 -0.01 -0.1763
S 0.644937 -2.134558 7.297779 5.72 0.30 0.40 0.8725
O 0.134627 -2.207288 8.635359 -0.59 -0.21 -1.51 -0.5548
O 1.347377 -0.931908 6.874919 -1.87 -1.40 0.08 -0.4782
F 1.938947 -3.116078 7.370059 -0.46 -0.51 0.01 -0.3230
N 6.699187 3.561132 6.200479 -3.68 -3.29 -1.28 -0.0938
S 6.239117 2.915742 4.680509 -6.03 -5.29 -4.42 1.1677
O 7.097167 1.877202 4.164709 -0.22 1.81 1.78 -0.3945
O 5.531417 3.727092 3.699099 2.33 0.38 2.30 -0.4447
F 4.962607 2.103772 5.218289 1.39 0.60 0.68 -0.1843
S 7.731237 4.448892 5.618889 8.51 7.59 0.05 1.0582
O 7.196327 5.742472 5.116069 0.78 -3.15 0.59 -0.4051
O 8.873927 3.817062 4.924109 -3.08 1.67 1.49 -0.4295
F 8.330657 4.906932 7.045969 -0.08 -0.35 -1.20 -0.2589
N -1.731573 4.991692 6.861969 8.08 -2.70 -1.99 -0.2553
S -1.295043 4.411002 5.352019 4.88 -2.39 -3.00 1.0739
O -1.088903 5.387752 4.291379 -1.16 -0.67 1.66 -0.5569
O -1.712363 3.067422 4.912839 0.10 2.57 1.39 -0.4304
F 0.286037 4.100062 5.668939 -0.87 0.24 0.82 -0.3296
S -3.110663 5.193352 6.512419 -12.14 1.64 1.00 1.0619
O -3.943633 4.015152 6.307449 1.05 1.09 -0.57 -0.6126
O -3.426913 6.377262 5.764579 0.15 -0.31 -0.42 -0.6308
F -3.600523 5.595252 7.963779 -0.05 0.50 1.03 -0.3172
N 5.939197 -0.713198 0.099849 1.69 4.50 1.34 -0.1739
S 6.588877 0.706122 0.716649 2.96 4.93 -1.26 1.1581
O 7.787087 0.641972 1.551559 -2.03 -1.00 -1.14 -0.6176
O 5.671977 1.794762 1.054469 0.57 -2.08 -0.63 -0.4990
F 7.207147 1.279252 -0.669831 -0.34 -0.73 -0.04 -0.3819
S 5.480167 -1.115898 1.536309 -2.23 -8.27 4.08 0.8863
O 4.621047 -0.385328 2.446129 1.47 1.00 -0.85 -0.3581
O 6.370407 -2.119138 2.170039 -1.08 2.60 -1.02 -0.6767
F 4.367157 -2.066068 0.936829 -0.95 -1.00 -0.49 -0.3447
N -1.711553 4.253742 -1.087811 0.45 3.74 4.77 -0.2988
S -0.469513 5.297022 -0.769311 -0.39 5.75 3.19 1.0972
O -0.615603 6.638242 -1.347751 -0.23 -2.80 0.84 -0.6364
O 0.898687 4.818102 -0.719451 -1.68 -0.54 0.13 -0.4837
F -0.974133 5.504222 0.789479 1.09 -0.31 -1.66 -0.2419
S -1.016733 3.536842 -2.136981 1.14 -8.34 -9.77 0.9114
O -0.198873 2.304062 -1.896551 -0.77 3.25 0.25 -0.1293
O -0.708593 4.346472 -3.335661 0.65 -1.20 2.02 -0.7030
F -2.336043 2.735532 -2.682091 -0.11 0.25 0.14 -0.4081
N -0.441103 -2.576698 -6.768011 6.23 5.32 3.16 -0.2914
S -1.555033 -3.465188 -6.582841 -10.41 -4.75 -2.24 0.8216
O -2.829433 -2.852198 -6.166331 1.44 -0.31 0.61 -0.4871
O -1.323053 -4.786578 -6.149911 0.44 -1.02 0.75 -0.5735
F -1.967503 -3.700848 -8.136051 0.82 0.20 -0.10 -0.3467
S -0.109403 -2.230958 -5.104101 1.83 0.71 2.49 1.0496
O 0.266267 -3.381488 -4.262851 -0.74 2.28 -2.37 -0.5685
O -0.898513 -1.196968 -4.419191 0.96 -1.69 -2.07 -0.3158
F 1.294847 -1.457398 -5.380751 -0.86 -0.63 -0.24 -0.2589
```
Positions in Å, forces in eV/Å.

Results
Orbital gap (alpha / beta): 2.4 / 3.9 eV
Lowest unoccupied orbital energy (alpha / beta): -2.93 / -1.42 eV
Total charge: -2
Multiplicity: 2
HOMO (alpha / beta): -0.196 / -0.196 hartree
Expectation value of S²: 1.769